C5H13NO2 | wB97M-V/def2-TZVPD

XYZ file:
```
21
Properties=species:S:1:pos:R:3:forces:R:3
C 1.44155 -0.13533 -1.45347 0.92 1.47 -0.03
N 0.48026 0.89721 -1.85561 -0.57 -0.62 -0.20
C -0.43901 1.44799 -0.87719 -0.63 -0.17 0.76
C -1.55227 0.47543 -0.37411 1.23 -0.51 -1.05
C -1.12686 -0.38885 0.80179 0.14 -0.77 0.15
C -1.37728 0.20575 2.15212 0.05 -0.37 0.54
O -1.65108 -0.46410 3.11777 -0.07 0.00 0.02
H 1.21072 -0.86327 -0.69309 -0.66 -0.34 -0.21
H 1.83196 -0.58573 -2.36193 -0.08 -0.29 0.02
H 2.28766 0.41762 -1.02172 0.07 -0.20 0.01
H -0.10120 0.53944 -2.61272 0.27 0.11 0.09
H -0.90063 2.29541 -1.36087 -0.26 0.37 -0.09
H 0.06575 1.83216 0.00885 0.49 0.10 -0.12
H -2.51017 0.92377 -0.17347 -0.29 0.58 0.14
H -1.70675 -0.14824 -1.26087 -0.30 -0.29 0.23
H -0.07316 -0.67975 0.80482 0.30 0.68 -0.15
H -1.53613 -1.40540 0.79173 -0.66 0.29 0.06
H -1.25493 1.29454 2.31220 -0.01 0.12 -0.42
O 2.15749 -1.65738 1.12210 -0.45 0.01 -0.38
H 1.87833 -2.57912 1.22136 0.54 0.37 0.39
H 2.87575 -1.42217 1.71234 -0.02 -0.52 0.22
```
Forces are in eV/Å.

Summary:
* E_tot: -10979.6987 eV
* energy above the lowest of the compared OMol25 structures with the same formula, charge and spin: 50.28 kcal/mol
* LUMO energy: 0.0203 Eh
* SMILES string: CNCCCC=O.O
* strongest force on any atom: 1.7 eV/A

***

CHCl3 | wB97M-V/def2-TZVPD

XYZ file:
```
5
Properties=species:S:1:pos:R:3:forces:R:3
C -0.07443 0.05098 0.04744 6.82 -5.84 -1.81
Cl -0.59664 -1.45552 -0.44482 -1.21 -3.15 -0.75
Cl 0.82707 0.74924 -1.17710 2.55 1.51 -2.45
Cl 0.60693 0.05148 1.51445 2.30 -0.01 4.36
H -0.76294 0.60382 0.06002 -10.45 7.50 0.65
```
Forces are in eV/Å.

Summary:
* E_tot: -38618.6079 eV
* energy above the lowest of the compared OMol25 structures with the same formula, charge and spin: 40.29 kcal/mol
* LUMO energy: 0.0309 Eh
* strongest force on any atom: 12.9 eV/A

***

C21H44FeN3OP2S | wB97M-V/def2-TZVPD

XYZ file:
```
73
Properties=species:S:1:pos:R:3:forces:R:3
Fe 0.02552 -0.15751 -0.60501 3.67 0.26 0.66
P 0.07443 -2.35763 -0.96341 -0.39 -4.16 -1.05
P 0.07335 2.11043 -0.68947 -0.01 3.74 -0.26
N 1.63988 -0.07968 -1.68621 3.02 0.43 -2.23
C 1.70490 -2.51353 -1.85290 -0.42 -0.81 -0.13
H 2.23470 -3.38445 -1.44217 -0.03 0.33 -0.06
H 1.52066 -2.76780 -2.90026 -0.21 0.13 0.16
C 2.52566 -1.25661 -1.76288 -0.42 -0.59 -0.07
H 3.07612 -1.27911 -0.84702 0.67 0.18 0.49
H 3.18793 -1.17996 -2.62854 0.14 0.10 0.25
C 2.53631 1.08502 -1.49152 -0.36 0.56 -0.19
H 3.28670 1.12397 -2.28463 0.11 -0.16 0.21
H 2.98408 0.94962 -0.52559 0.49 -0.20 0.37
C 1.74071 2.36598 -1.48903 -0.46 0.60 -0.08
H 1.58855 2.73070 -2.51395 -0.09 -0.22 0.26
H 2.26975 3.17990 -0.96686 -0.12 -0.42 -0.17
C 0.15847 3.08327 0.87843 0.47 -0.60 0.14
C -1.07295 2.88021 1.75812 -0.42 0.08 -0.09
H -0.84780 3.18496 2.79852 -0.24 -0.23 -0.52
H -1.47315 1.85269 1.72090 0.42 0.26 0.33
H -1.88901 3.48793 1.36481 0.02 0.15 0.35
C -1.10231 2.96666 -1.83680 -0.07 -0.46 -0.55
C -2.51517 3.09614 -1.27044 -0.19 0.21 0.26
H -3.22159 3.33490 -2.08480 0.29 -0.17 0.39
H -2.55246 3.91300 -0.54571 -0.11 0.04 -0.15
H -2.86491 2.20102 -0.73762 0.04 0.13 -0.31
C -1.14290 -3.04381 -2.18488 -0.26 0.47 -0.67
C -2.53817 -3.26014 -1.60443 -0.21 -0.16 0.39
H -3.27387 -3.41873 -2.41285 0.38 0.07 0.37
H -2.88569 -2.43110 -0.97931 0.00 0.04 -0.23
H -2.54576 -4.13471 -0.94989 -0.11 -0.09 -0.21
C 0.15579 -3.52760 0.45726 0.69 0.53 0.18
C -1.04493 -3.40741 1.39425 -0.34 0.10 -0.14
H -0.73474 -3.65076 2.42946 -0.43 -0.08 -0.61
H -1.85731 -4.04255 1.02531 0.22 -0.20 0.52
H -1.49192 -2.40659 1.38002 0.31 -0.04 0.25
C -1.66089 -0.16448 0.03064 -8.75 -0.16 4.38
C -0.60853 4.28234 -2.44456 -0.07 0.16 0.34
H -0.51452 5.03349 -1.65609 -0.03 0.06 -0.33
H 0.36921 4.18024 -2.93317 -0.45 0.16 -0.03
H -1.36349 4.63541 -3.16770 0.44 -0.13 0.20
C -0.68854 -4.26407 -2.98599 0.14 -0.30 0.26
H -1.45851 -4.52556 -3.73070 0.35 0.15 0.27
H 0.26638 -4.10551 -3.49433 -0.30 -0.06 -0.11
H -0.54936 -5.11426 -2.31809 -0.12 -0.09 -0.23
C 0.48836 -4.97734 0.09944 -0.10 0.09 0.20
H 0.82355 -5.47576 1.02621 -0.22 -0.01 -0.49
H -0.41347 -5.46708 -0.29473 0.40 -0.07 0.24
H 1.29228 -5.04910 -0.64425 -0.21 -0.13 0.23
C 0.53834 4.55601 0.71642 -0.14 -0.11 0.30
H -0.34554 5.11668 0.37643 0.51 0.02 0.13
H 0.83843 4.92973 1.71050 -0.14 0.05 -0.43
H 1.38761 4.68869 0.02892 -0.42 0.19 0.24
H 0.97349 2.56256 1.39224 0.19 0.07 -0.08
H 1.00129 -3.07875 0.99393 0.10 -0.24 0.03
H -1.17796 2.24833 -2.65531 0.10 -0.18 -0.13
H -1.25096 -2.23029 -2.90447 0.13 0.24 -0.06
O -2.67498 -0.18643 0.60307 3.36 0.10 -2.29
H 1.21624 0.01174 -2.61126 0.03 0.11 -0.14
H -0.86778 -0.04693 -2.01754 -0.44 0.02 -0.13
C -0.67421 -0.74813 3.83804 0.23 -0.03 -0.07
N 0.37216 0.27731 3.93357 0.28 -0.02 -0.46
C 0.39745 1.23375 4.96536 2.00 0.12 -1.35
C 1.51178 1.98698 4.67117 -0.19 0.36 -0.39
N 2.10398 1.56330 3.46257 -1.12 -1.60 -0.02
C 1.39374 0.44129 3.01967 -0.35 1.13 1.34
S 1.74782 -0.57610 1.66272 -0.58 0.77 0.22
H -1.29296 -0.56303 2.95273 -0.06 0.09 0.38
H -0.22472 -1.73148 3.70690 0.10 0.08 0.13
H -1.25305 -0.73334 4.77254 0.11 0.04 -0.52
H -0.29994 1.25810 5.81978 0.57 -0.06 -0.83
H 1.91679 2.85128 5.16422 -0.02 -0.01 0.21
H 2.95158 1.93367 2.96027 -1.37 -0.61 1.12
```
Forces are in eV/Å.

Summary:
* E_tot: -92792.0854 eV
* multiplicity: 6
* energy above the lowest of the compared OMol25 structures with the same formula, charge and spin: 23.90 kcal/mol
* LUMO energy (alpha / beta): -0.2062 / -0.3053 Eh
* strongest force on any atom: 9.8 eV/A
* charge: +2

***

C34H60BrClF6N3O8P2S | wB97M-V/def2-TZVPD

XYZ file:
```
116
Properties=species:S:1:pos:R:3:forces:R:3
C -1.04744 2.25581 4.82637 0.96 1.47 1.09
C -1.63155 1.59313 4.04027 -0.48 -1.46 -1.26
C -2.32537 0.64772 3.16157 -0.45 0.63 0.30
C -2.16889 0.81490 1.63372 -0.38 -0.48 0.13
C -1.03113 0.15548 0.80203 0.21 0.44 -0.32
C 0.14125 -0.48671 1.58392 -0.21 0.79 0.32
C -0.39023 -1.63399 2.48733 0.29 -0.11 -0.27
C -1.72638 -2.27933 2.11886 0.21 -0.52 0.04
C -1.65008 -3.13205 0.84003 -0.71 -0.13 0.39
C -1.10626 -4.54565 1.09075 0.77 -0.06 -0.26
C 0.11311 -4.91087 0.22392 -0.16 -0.58 0.26
C -0.28930 -5.50056 -1.13038 -0.04 -0.05 0.42
C -0.90452 -6.89703 -0.99034 -0.15 0.03 -0.24
O -2.29555 -6.83156 -1.26869 0.05 0.15 0.26
C -3.11964 -7.71645 -0.53277 -0.10 -0.07 -0.11
N 0.68094 0.65085 2.32678 -0.28 -0.12 -0.41
C 1.71697 1.46409 1.72083 0.62 -0.32 0.45
C 1.47241 2.96075 2.01240 -0.37 -0.18 0.06
C 0.41436 3.69568 1.18060 0.49 0.89 -0.01
C 1.02040 4.89656 0.42613 -0.42 -0.39 -0.29
O -0.56255 4.16302 2.09888 -0.23 -0.29 -0.12
C 2.02254 1.21584 0.20419 0.01 0.13 0.39
P 3.54866 2.28439 -0.10016 -0.14 0.54 0.05
O 3.80188 2.07742 -1.69170 0.32 -0.30 0.14
Br 5.28722 1.23485 0.85238 -0.09 -0.02 0.03
N 1.84335 -0.22020 -0.33598 -0.23 0.20 -0.36
C 0.89668 -0.12773 -1.50657 -0.47 0.33 -0.29
S 0.41729 -1.70394 -2.25961 0.19 -0.28 -0.21
C -0.67214 -0.97909 -3.51479 -0.11 0.72 0.35
C -2.12536 -0.88027 -3.06862 -0.21 -0.07 -0.08
P 3.48055 -0.97627 -1.00228 0.28 0.19 0.02
O 2.89357 -2.47079 -1.03275 0.32 -0.24 -0.01
Cl 3.49759 -0.60057 -3.02750 0.03 0.03 0.03
C 1.32213 -1.09981 0.79656 -0.16 -1.20 -0.03
C 2.55610 -1.53864 1.65879 -0.05 0.34 0.67
C 2.47060 -1.78121 3.17257 -0.04 0.08 0.14
C 2.15268 -3.17169 3.67386 -0.02 0.36 0.06
N 2.79233 -0.92652 4.05059 0.05 -0.01 -0.15
H -0.52976 2.97111 5.42516 -0.12 -0.18 0.09
H -3.38695 0.82681 3.36129 -0.05 -0.10 -0.06
H -2.14827 -0.35549 3.53113 0.06 0.03 -0.07
H -2.22853 1.88038 1.42395 0.29 0.10 0.03
H -3.09880 0.41911 1.22196 -0.03 -0.05 -0.06
H -1.46595 -0.47239 0.02334 -0.04 -0.36 0.19
H -0.59243 0.98800 0.25735 -0.04 0.13 0.12
H -0.35151 -1.33172 3.53144 -0.05 0.10 0.09
H 0.30512 -2.46541 2.39667 0.08 -0.02 0.18
H -2.57927 -1.60890 2.11339 0.11 0.15 -0.24
H -1.92884 -2.98661 2.92594 -0.16 0.06 0.14
H -1.07434 -2.63527 0.06489 0.04 0.06 -0.18
H -2.67219 -3.22352 0.47096 0.01 0.08 -0.23
H -1.87067 -5.29579 0.89532 -0.17 0.01 0.05
H -0.81750 -4.68671 2.13390 -0.09 0.22 0.15
H 0.79912 -4.06950 0.10459 -0.05 0.18 -0.05
H 0.67447 -5.67941 0.76356 0.18 0.01 -0.04
H 0.57693 -5.56332 -1.78575 -0.01 0.21 -0.18
H -1.06532 -4.86797 -1.56013 0.14 0.09 -0.39
H -0.43645 -7.58990 -1.69409 0.05 -0.07 -0.04
H -0.73160 -7.29426 0.01256 -0.04 0.00 0.13
H -3.74513 -8.28019 -1.22283 -0.02 -0.05 -0.05
H -3.77476 -7.15643 0.13654 0.00 0.09 0.05
H -2.54513 -8.42390 0.06385 0.11 -0.06 0.01
H 0.77459 0.52485 3.32115 0.14 0.05 0.04
H 2.67140 1.25436 2.23194 0.03 -0.02 -0.01
H 2.40967 3.51141 2.00292 0.12 0.06 -0.10
H 1.13182 2.97934 3.04701 -0.09 0.00 0.05
H -0.05638 3.06207 0.42069 -0.08 -0.37 0.19
H 0.39748 5.14167 -0.43600 -0.06 0.14 0.02
H 1.04829 5.76461 1.07754 0.24 0.03 0.14
H 2.01229 4.67375 0.03972 0.14 0.09 0.05
H -1.26804 4.59401 1.60472 -0.01 0.10 0.05
H 1.28920 1.79804 -0.35605 0.02 0.03 -0.15
H 4.56874 1.51996 -1.88655 -0.06 0.09 -0.30
H 1.34277 0.57032 -2.21659 0.33 -0.33 -0.16
H -0.02306 0.35739 -1.21666 0.09 -0.05 0.34
H -0.28241 0.02475 -3.68885 0.05 0.01 -0.25
H -0.53619 -1.51238 -4.44885 0.01 -0.34 0.08
H -2.33274 0.04902 -2.54010 0.10 0.06 0.10
H -2.79420 -0.89905 -3.92631 -0.04 -0.01 -0.06
H -2.39583 -1.70028 -2.40745 -0.05 -0.13 -0.05
H 3.53931 -3.04278 -1.47866 -0.25 -0.24 -0.01
H 0.98300 -2.02086 0.32846 -0.20 0.21 -0.33
H 2.92284 -2.48021 1.26310 0.10 0.03 -0.21
H 3.34759 -0.79090 1.57141 0.07 0.03 -0.16
H 1.38646 -3.07824 4.43917 -0.11 -0.17 0.02
H 3.03877 -3.55566 4.17275 0.09 -0.17 -0.07
H 1.82924 -3.84959 2.88955 -0.01 -0.14 -0.03
H 3.08276 -0.04134 3.63702 -0.05 0.03 0.01
C 6.31900 5.44812 0.49373 0.00 0.23 0.06
C 5.61581 4.97086 1.74567 0.07 -0.36 -0.29
O 5.75663 5.91669 2.81909 -0.03 0.02 0.06
C 4.90603 6.93352 2.79754 0.04 -0.14 0.01
O 4.04241 7.12634 1.99558 -0.11 0.06 -0.05
C 5.14964 7.84197 4.01875 0.02 0.07 -0.03
F 6.45248 8.06610 4.19875 -0.02 0.03 0.03
F 4.66601 7.24560 5.11632 0.00 0.00 0.03
F 4.53189 9.00372 3.85855 0.00 0.01 0.03
H 7.36705 5.65980 0.70410 0.02 -0.09 -0.01
H 6.26417 4.68450 -0.28286 0.00 -0.03 0.01
H 5.86341 6.36099 0.11217 -0.06 -0.04 -0.02
H 6.06539 4.04989 2.11042 0.05 0.08 0.15
H 4.55759 4.77964 1.56126 -0.03 0.14 0.04
C -6.90417 -0.66462 -8.08814 0.22 0.00 0.14
C -7.73728 0.18438 -7.15468 -0.24 -0.11 -0.38
O -7.11080 0.30381 -5.85708 -0.01 0.02 0.11
C -6.16226 1.21537 -5.75085 -0.15 -0.09 -0.07
O -5.75676 1.95059 -6.59884 0.11 0.09 -0.04
C -5.63982 1.24428 -4.30136 0.10 0.04 0.09
F -5.42478 0.00917 -3.82862 0.00 -0.02 0.01
F -6.52547 1.84866 -3.50371 -0.01 -0.02 0.01
F -4.48931 1.91357 -4.23100 0.01 0.01 0.00
H -6.70994 -1.64126 -7.64429 -0.08 -0.03 -0.03
H -7.43025 -0.80675 -9.03075 -0.03 0.00 0.00
H -5.94480 -0.19246 -8.29720 -0.04 0.05 -0.04
H -8.69977 -0.28181 -6.96016 0.03 -0.02 0.14
H -7.91801 1.17679 -7.56370 0.12 0.06 0.07
```
Forces are in eV/Å.

Summary:
* E_tot: -185356.3189 eV
* LUMO energy: -0.1103 Eh
* strongest force on any atom: 2.1 eV/A
* charge: +1

***

C17H14BBr2MnN2O2Se2 | wB97M-V/def2-TZVPD

XYZ file:
```
41
Properties=species:S:1:pos:R:3:forces:R:3
Mn -0.17322 0.10351 0.05154 0.70 0.05 -0.05
Br -2.31022 0.38166 1.47888 0.17 0.03 -0.12
C -3.35432 -0.01069 -0.11012 0.01 0.00 -0.05
Br -2.14011 -0.30568 -1.60738 -0.05 -0.03 -0.04
H -3.96321 0.85132 -0.34943 -0.07 0.01 0.04
H -3.91941 -0.92019 0.04628 -0.05 0.00 0.03
Se 1.73329 -0.85010 -1.59132 -0.19 0.33 -0.05
Se 1.36608 0.90880 1.75507 -0.08 -0.04 -0.14
C 0.87835 2.46205 0.75131 0.00 -0.12 0.03
C 1.25482 3.77247 0.94519 0.04 0.14 0.05
C 0.75060 4.71510 0.06270 0.01 0.10 -0.04
C -0.09165 4.32751 -0.97836 0.04 0.14 0.04
C -0.43075 3.00320 -1.09880 0.01 -0.27 0.16
N 0.05312 2.08861 -0.23270 -0.29 -0.27 -0.12
C 1.18327 -2.28276 -0.43467 -0.06 -0.10 0.06
C 1.64121 -3.57271 -0.50313 -0.01 -0.11 0.02
C 1.07944 -4.49256 0.38116 0.07 -0.10 -0.02
C 0.09539 -4.08456 1.26552 -0.03 -0.04 0.04
C -0.32181 -2.76659 1.24620 0.02 0.11 -0.02
N 0.21741 -1.87581 0.40140 -0.22 0.13 0.08
H 1.90424 4.05064 1.76355 0.01 0.00 -0.01
H 1.01318 5.75832 0.18581 -0.01 -0.01 -0.01
H -0.49029 5.04815 -1.67806 0.01 0.02 0.02
H -1.09760 2.64543 -1.87155 0.02 -0.01 -0.01
H 2.38949 -3.86676 -1.22596 0.02 0.01 0.02
H 1.41042 -5.52329 0.36830 -0.01 0.00 0.00
H -0.35657 -4.77802 1.96117 0.01 0.00 -0.01
H -1.09423 -2.40081 1.90910 0.00 -0.01 0.01
O 4.22942 -1.32507 0.03174 -0.37 0.17 -0.39
B 3.51382 -0.49882 -0.84383 0.48 0.24 0.32
O 4.32281 0.55749 -1.30126 -0.42 -0.43 0.05
C 5.54217 0.33855 -0.79043 -0.07 -0.19 0.12
C 6.69857 1.05611 -1.01459 -0.02 -0.08 0.06
C 7.80179 0.54632 -0.37229 0.14 -0.32 0.31
C 7.74174 -0.63880 0.48459 0.14 0.34 -0.19
C 6.57650 -1.34570 0.71247 0.14 0.08 -0.02
C 5.48606 -0.84253 0.05163 -0.10 0.23 -0.15
H 6.73230 1.92844 -1.65225 -0.01 -0.02 0.01
H 8.76304 1.03024 -0.49576 0.01 -0.04 0.03
H 8.66157 -0.96739 0.95279 0.01 0.04 -0.02
H 6.53278 -2.22190 1.34388 0.00 0.01 -0.02
```
Forces are in eV/Å.

Summary:
* E_tot: -327679.9662 eV
* multiplicity: 4
* LUMO energy (alpha / beta): -0.4108 / -0.4484 Eh
* strongest force on any atom: 0.7 eV/A
* charge: +3